{
  "formula": "C7H22N3O5Tl",
  "method": "ωB97M-V/def2-TZVPD",
  "species": ["Tl", "O", "H", "C", "C", "C", "O", "C", "N", "H", "H", "H", "H", "H", "H", "H", "H", "H", "H", "H", "C", "C", "O", "O", "H", "H", "H", "H", "H", "H", "C", "O", "N", "N", "H", "H", "H", "H"],
  "xyz": [[1.17663, -0.99386, 2.49866], [0.92565, -0.30947, -0.27863], [0.06406, -0.07381, -0.66994], [-3.41924, -2.04850, 0.89100], [-2.08790, -1.35026, 1.39506], [-2.32893, 0.10643, 1.68702], [-1.08303, 0.66964, 1.95067], [-1.10277, 2.04104, 2.24123], [-1.61783, -2.15591, 2.52084], [-4.19249, -2.11732, 1.65645], [-3.14309, -3.07994, 0.67290], [-3.82669, -1.51629, 0.03158], [-1.42161, -1.53369, 0.55152], [-2.97215, 0.31908, 2.54340], [-2.80453, 0.70273, 0.90652], [-0.07993, 2.38494, 2.39431], [-1.42400, 1.99884, 3.28428], [-1.72345, 2.65323, 1.58817], [-2.32999, -2.17956, 3.23828], [-1.43405, -3.11088, 2.24582], [1.51978, 2.96656, -0.99044], [2.82340, 2.29792, -0.80116], [2.90438, 1.06827, -1.44529], [0.47055, 2.45899, -0.32085], [1.31685, 2.90965, -2.06297], [1.62373, 4.03771, -0.81449], [3.12037, 2.29339, 0.25063], [3.62195, 2.91740, -1.21084], [2.11603, 0.54333, -1.24718], [0.50659, 1.49628, -0.36258], [2.15854, -1.68206, -3.27935], [2.56300, -2.05358, -4.35056], [2.76589, -1.74079, -2.14705], [0.89185, -1.39593, -3.07080], [3.56959, -2.32791, -1.97365], [2.08173, -1.50708, -1.43958], [0.32631, -1.42685, -3.90843], [0.44480, -1.26172, -2.17453]],
  "nbo_charge": [0.9585, -1.0598, 0.4405, -0.6058, -0.0781, -0.0890, -0.5587, -0.2677, -0.8204, 0.2291, 0.2187, 0.2286, 0.1907, 0.2027, 0.2046, 0.2027, 0.2029, 0.2109, 0.3952, 0.3877, -0.0940, -0.1157, -0.5058, -0.5441, 0.2302, 0.2464, 0.2480, 0.2456, 0.4947, 0.4816, 0.6987, -0.4164, -0.6173, -0.6649, 0.4505, 0.4164, 0.4421, 0.4109],
  "spin_multiplicity": 1,
  "homo_ev": -15.83,
  "orbital_gap_ev": 2.57,
  "charge": 2,
  "mol_weight_g_mol": 432.7,
  "max_force_ev_per_a": 4.7,
  "energy_ha": -991.9822
}

{
  "formula": "C9H9ClFO6P",
  "method": "ωB97M-V/def2-TZVPD",
  "species": ["C", "C", "F", "O", "C", "O", "O", "P", "O", "Cl", "H", "H", "H", "H", "H", "O", "C", "C", "C", "C", "O", "C", "C", "H", "H", "H", "H"],
  "xyz": [[-1.07541, -1.01367, 0.13570], [-1.57017, 0.47196, 0.72250], [-0.44256, 0.92811, 1.61890], [-1.80280, 1.46320, -0.33928], [-3.07886, 1.22055, -1.05148], [-2.95476, 0.67095, -2.29179], [-4.41890, 1.57125, -0.55625], [-5.43152, 0.16506, -0.33841], [-4.51296, -1.31584, -0.59296], [-5.94003, 0.23241, 1.76649], [-1.98495, -1.73794, -0.02571], [-0.39353, -1.47862, 0.98954], [-0.49083, -0.91523, -0.88598], [-2.48743, 0.31079, 1.45061], [-4.93498, -2.09266, -0.12154], [1.51637, -1.42365, 0.90145], [2.41029, -0.71007, 0.46761], [3.07822, -1.01105, -0.81399], [4.05628, -0.23205, -1.28610], [4.50966, 0.96335, -0.54766], [5.40358, 1.67693, -0.98150], [3.84172, 1.26433, 0.73393], [2.86367, 0.48532, 1.20604], [2.73386, -1.89092, -1.34415], [4.55711, -0.43899, -2.22396], [4.18609, 2.14419, 1.26409], [2.36284, 0.69226, 2.14391]],
  "nbo_charge": [-0.6988, 0.4679, -0.3875, -0.5195, 0.9560, -0.5274, -0.7756, 1.4039, -0.9963, -0.3615, 0.2309, 0.2816, 0.2359, 0.1722, 0.5176, -0.5103, 0.4760, -0.2223, -0.2244, 0.4679, -0.4837, -0.2302, -0.2131, 0.2314, 0.2347, 0.2352, 0.2392],
  "spin_multiplicity": 1,
  "smiles": "C[C@@H](F)OC(=O)OP(O)Cl.O=C1C=CC(=O)C=C1",
  "homo_ev": -10.36,
  "orbital_gap_ev": 8.74,
  "mol_weight_g_mol": 298.6,
  "max_force_ev_per_a": 9.5,
  "energy_ha": -1701.0880
}